{
  "formula": "C5H8",
  "method": "ωB97M-V/def2-TZVPD",
  "molar_mass_g_mol": 68.12,
  "charge": 0,
  "relative_energy_ev": 2.854,
  "smiles": "C=CCC=C",
  "spin_multiplicity": 1,
  "homo_ev": -9.316,
  "total_energy_ev": -5311.3128,
  "elements": ["C", "C", "C", "C", "C", "H", "H", "H", "H", "H", "H", "H", "H"],
  "positions_angstrom": [[0.20425, -1.44222, 1.67792], [-0.83922, -1.01423, 0.74969], [-0.74142, 0.41028, 0.00715], [0.15178, 0.53797, -1.17941], [1.13632, 1.49183, -1.28264], [0.08549, -2.43924, 2.13079], [1.32868, -0.92038, 2.02733], [-1.71297, -1.75327, 0.36217], [-0.56905, 1.26174, 0.68912], [-1.79461, 0.62789, -0.38596], [-0.02962, -0.26773, -1.96552], [1.77124, 1.37730, -2.22404], [1.45058, 2.21185, -0.47016]],
  "nbo_charge": [-0.411, -0.197, -0.499, -0.165, -0.428, 0.196, 0.224, 0.225, 0.221, 0.215, 0.204, 0.206, 0.210]
}

---

{
  "formula": "C5H8",
  "method": "ωB97M-V/def2-TZVPD",
  "molar_mass_g_mol": 68.12,
  "charge": 0,
  "relative_energy_ev": 1.045,
  "smiles": "CC#CCC",
  "spin_multiplicity": 1,
  "homo_ev": -9.369,
  "total_energy_ev": -5313.1221,
  "elements": ["C", "C", "C", "C", "C", "H", "H", "H", "H", "H", "H", "H", "H"],
  "positions_angstrom": [[-2.23794, 0.55311, -1.52130], [-1.16767, 0.31103, -0.55128], [-0.28222, 0.11581, 0.24367], [0.84591, -0.12657, 1.15098], [2.15309, -0.34344, 0.38087], [-3.22327, 0.39787, -1.06971], [-2.19691, 1.58080, -1.89841], [-2.14675, -0.12386, -2.37769], [0.95245, 0.72388, 1.83566], [0.63116, -1.00155, 1.77686], [2.06349, -1.20247, -0.29140], [2.98561, -0.52519, 1.06835], [2.39091, 0.53575, -0.22608]],
  "nbo_charge": [-0.680, -0.008, -0.028, -0.465, -0.588, 0.232, 0.232, 0.232, 0.224, 0.224, 0.209, 0.206, 0.209]
}

---

{
  "formula": "C5H8",
  "method": "ωB97M-V/def2-TZVPD",
  "molar_mass_g_mol": 68.12,
  "charge": 0,
  "relative_energy_ev": 0.118,
  "smiles": "C1=CCCC1",
  "spin_multiplicity": 1,
  "homo_ev": -9.043,
  "total_energy_ev": -5314.0490,
  "elements": ["C", "C", "C", "C", "C", "H", "H", "H", "H", "H", "H", "H", "H"],
  "positions_angstrom": [[-0.39986, -0.96778, -0.85291], [-0.51629, -1.15147, 0.46137], [-0.12590, 0.07107, 1.24337], [0.66472, 0.89466, 0.18519], [0.14727, 0.40349, -1.18395], [-0.72664, -1.66863, -1.61572], [-1.02854, -1.96467, 0.96444], [-1.09606, 0.44363, 1.61553], [0.46645, -0.10020, 2.14970], [0.62265, 1.98215, 0.30150], [1.72534, 0.61517, 0.25746], [-0.65365, 1.05582, -1.56195], [0.92051, 0.38676, -1.96403]],
  "nbo_charge": [-0.195, -0.187, -0.443, -0.395, -0.439, 0.208, 0.207, 0.207, 0.210, 0.211, 0.203, 0.203, 0.210]
}

---

{
  "formula": "C5H8",
  "method": "ωB97M-V/def2-TZVPD",
  "molar_mass_g_mol": 68.12,
  "charge": 0,
  "relative_energy_ev": 1.606,
  "smiles": "C#CC(C)C",
  "spin_multiplicity": 1,
  "homo_ev": -9.816,
  "total_energy_ev": -5312.5607,
  "elements": ["C", "C", "C", "C", "C", "H", "H", "H", "H", "H", "H", "H", "H"],
  "positions_angstrom": [[2.23967, -0.83530, 0.42659], [1.18141, -0.27141, 0.52536], [-0.20865, 0.18615, 0.44690], [-0.34850, 1.50994, -0.35568], [-0.94041, -1.04529, -0.16182], [3.13415, -1.39189, 0.27930], [-0.59186, 0.38999, 1.45782], [0.59717, 2.06374, -0.40975], [-0.66607, 1.29250, -1.37774], [-1.09897, 2.17660, 0.09020], [-1.39429, -1.62552, 0.64722], [-0.21897, -1.70412, -0.66661], [-1.68467, -0.74540, -0.90179]],
  "nbo_charge": [-0.280, 0.021, -0.309, -0.594, -0.590, 0.236, 0.226, 0.222, 0.208, 0.212, 0.215, 0.225, 0.207]
}

---

{
  "formula": "C5H8",
  "method": "ωB97M-V/def2-TZVPD",
  "molar_mass_g_mol": 68.12,
  "charge": 0,
  "relative_energy_ev": 0.526,
  "smiles": "C1=CCCC1",
  "spin_multiplicity": 1,
  "homo_ev": -8.960,
  "total_energy_ev": -5313.6410,
  "elements": ["C", "C", "C", "C", "C", "H", "H", "H", "H", "H", "H", "H", "H"],
  "positions_angstrom": [[-0.68914, -0.82610, 0.82981], [-1.20890, 0.38664, 0.57583], [-0.39302, 1.09826, -0.47960], [0.93216, 0.27773, -0.54332], [0.57749, -1.10132, 0.05318], [-0.63448, -1.38723, 1.78137], [-2.12517, 0.78656, 1.01397], [-0.93095, 1.07310, -1.43119], [-0.23755, 2.15222, -0.21820], [1.30549, 0.17891, -1.56755], [1.71371, 0.78900, 0.04169], [0.31759, -1.83459, -0.71755], [1.37277, -1.59318, 0.66158]],
  "nbo_charge": [-0.206, -0.182, -0.443, -0.396, -0.445, 0.214, 0.213, 0.206, 0.213, 0.208, 0.205, 0.205, 0.208]
}

---

{
  "formula": "C5H8",
  "method": "ωB97M-V/def2-TZVPD",
  "molar_mass_g_mol": 68.12,
  "charge": 0,
  "relative_energy_ev": 3.166,
  "spin_multiplicity": 3,
  "homo_ev": [-4.783, -10.489],
  "total_energy_ev": -5306.2898,
  "elements": ["C", "C", "C", "C", "C", "H", "H", "H", "H", "H", "H", "H", "H"],
  "positions_angstrom": [[0.20474, -1.14027, 1.10400], [-1.15227, -0.52887, -2.69737], [0.04652, -0.35478, -2.71437], [0.05636, 0.10541, 0.73525], [0.24887, 1.27671, 1.47998], [0.67646, -1.31525, 2.07178], [0.12666, -2.00142, 0.42823], [-2.12765, -0.66015, -2.49753], [-0.16447, 0.16670, -0.35659], [1.09942, -0.16420, -2.81177], [-0.69126, 1.65830, 1.69380], [0.95774, 1.95964, 1.11582], [0.71888, 0.99818, 2.44877]],
  "mulliken_spin": [1.041, 0.001, 0.010, 0.703, -0.042, 0.016, 0.013, 0.001, 0.117, -0.001, 0.089, 0.044, 0.009]
}

---

{
  "formula": "C5H8AgLiO4",
  "method": "ωB97M-V/def2-TZVPD",
  "molar_mass_g_mol": 246.92,
  "charge": 0,
  "relative_energy_ev": 0.000,
  "spin_multiplicity": 1,
  "homo_ev": -7.258,
  "total_energy_ev": -17706.8260,
  "elements": ["O", "C", "C", "H", "H", "H", "H", "O", "C", "C", "O", "O", "C", "H", "H", "H", "H", "Li", "Ag"],
  "positions_angstrom": [[1.51490, -1.96602, 0.19726], [1.19951, -1.15475, 1.29186], [1.01188, 0.32625, 0.95482], [0.27350, -1.51745, 1.78359], [1.99694, -1.22210, 2.06176], [1.89486, 0.73574, 0.43830], [0.99579, 0.88297, 1.90645], [-1.50517, 0.40674, 0.96669], [-0.36834, 0.75718, 0.15907], [-1.71865, 1.41685, 1.92265], [-0.44801, 0.23872, -1.02621], [-0.44562, 2.19330, 0.12625], [-1.02861, 2.66108, 1.31970], [-1.27608, 1.14012, 2.89385], [-2.79916, 1.55544, 2.05797], [-0.26321, 3.06825, 2.00028], [-1.74085, 3.46108, 1.07634], [2.72943, -3.20998, 0.18755], [0.77913, -1.57516, -1.72884]],
  "nbo_charge": [-1.161, -0.055, -0.508, 0.166, 0.123, 0.198, 0.191, -0.558, 0.783, -0.097, -0.947, -0.550, -0.096, 0.149, 0.178, 0.152, 0.176, 0.968, 0.888]
}

---

{
  "formula": "C5H8AgMgO4",
  "method": "ωB97M-V/def2-TZVPD",
  "molar_mass_g_mol": 264.29,
  "charge": 1,
  "spin_multiplicity": 1,
  "homo_ev": -11.591,
  "total_energy_ev": -22937.5796,
  "elements": ["C", "C", "O", "Ag", "H", "H", "H", "H", "O", "C", "C", "O", "O", "C", "Mg", "H", "H", "H", "H"],
  "positions_angstrom": [[2.61724, -0.07207, -0.36185], [1.74637, 1.08101, 0.02489], [1.15078, 0.98980, 1.19173], [-0.37518, 2.80452, 1.74262], [3.57908, 0.30992, -0.73524], [2.80395, -0.71849, 0.51073], [2.11676, -0.70181, -1.10892], [-0.06223, 1.15042, -0.95884], [-1.32927, 0.90608, 0.81979], [-1.45672, -2.04387, 1.09981], [-1.51028, 0.70500, -0.49411], [-1.70462, -3.12979, 1.59173], [-2.11532, -1.79620, -0.09343], [-1.77600, -0.71742, -0.94259], [-0.16491, -0.44060, 1.78651], [-2.37236, 1.30824, -0.83674], [-0.86568, -1.01461, -1.49152], [-2.60488, -0.63825, -1.66557], [2.32329, 2.01812, -0.07898]],
  "nbo_charge": [-0.730, 0.381, -0.857, 0.941, 0.265, 0.245, 0.266, -0.015, -0.985, 0.235, 0.135, -0.574, -0.522, -0.165, 1.567, 0.205, 0.185, 0.230, 0.192]
}

---

{
  "formula": "C5H8Br2",
  "method": "ωB97M-V/def2-TZVPD",
  "molar_mass_g_mol": 227.93,
  "charge": 0,
  "relative_energy_ev": 4.545,
  "spin_multiplicity": 1,
  "homo_ev": [-7.843, -7.981],
  "total_energy_ev": -145394.6979,
  "elements": ["C", "C", "C", "C", "C", "Br", "Br", "H", "H", "H", "H", "H", "H", "H", "H"],
  "positions_angstrom": [[0.10980, -1.47269, 1.84010], [0.77436, -0.45549, 1.29949], [-0.98946, 1.58002, -1.04575], [-1.02924, 0.11420, -1.26791], [1.60478, -0.54379, 0.17600], [2.00329, -2.18907, -0.63466], [2.55661, 0.92354, -0.48476], [-0.42869, -1.21343, 2.83549], [0.09418, -2.43567, 1.49724], [0.43440, 0.68482, 1.50765], [-1.27345, 1.57156, 0.10417], [0.09534, 1.87113, -1.18000], [-1.44405, 2.22647, -1.78690], [-1.54325, -0.55999, -0.55884], [-0.96461, -0.10162, -2.30132]],
  "nbo_charge": [-0.353, -0.343, -0.712, -0.283, -0.216, 0.113, 0.136, 0.204, 0.203, 0.241, 0.212, 0.225, 0.231, 0.179, 0.160]
}

---

{
  "formula": "C5H8BrF3N2O",
  "method": "ωB97M-V/def2-TZVPD",
  "molar_mass_g_mol": 249.03,
  "charge": 0,
  "spin_multiplicity": 1,
  "homo_ev": -9.405,
  "total_energy_ev": -88536.1357,
  "elements": ["C", "C", "C", "C", "C", "N", "N", "O", "F", "F", "F", "Br", "H", "H", "H", "H", "H", "H", "H", "H"],
  "positions_angstrom": [[-0.19665, 1.55837, -0.12527], [-0.27218, -0.34067, -1.65152], [-0.85216, 1.05295, -1.37685], [0.47564, -0.45633, 0.77304], [0.06308, -1.48964, 1.83800], [-0.31196, 0.64817, 0.99678], [1.78932, -0.26536, 0.62081], [-0.24993, -1.27087, -0.65576], [-1.20891, -1.75135, 1.70654], [0.84384, -2.59789, 1.82245], [0.26161, -0.98951, 3.06362], [-2.77105, 1.09261, -1.27097], [0.83854, 1.76163, -0.45951], [-0.80571, 2.49979, 0.09495], [-0.92027, -0.72137, -2.53012], [0.68793, -0.19643, -2.12335], [-0.55417, 1.76174, -2.15965], [-1.33011, 0.32998, 0.94267], [1.92692, 0.30935, -0.14242], [2.58622, -0.93515, 0.63658]],
  "nbo_charge": [-0.262, -0.099, -0.287, 0.485, 0.955, -0.613, -0.811, -0.631, -0.291, -0.323, -0.317, -0.003, 0.199, 0.226, 0.191, 0.147, 0.230, 0.406, 0.372, 0.427]
}

---

{
  "formula": "C5H8BrFS",
  "method": "ωB97M-V/def2-TZVPD",
  "molar_mass_g_mol": 199.09,
  "charge": 0,
  "relative_energy_ev": 1.121,
  "spin_multiplicity": 1,
  "homo_ev": -8.385,
  "total_energy_ev": -88907.4826,
  "elements": ["C", "C", "C", "C", "C", "F", "S", "Br", "H", "H", "H", "H", "H", "H", "H", "H"],
  "positions_angstrom": [[1.16573, -0.21216, -1.99072], [1.32618, 1.00505, 0.30816], [-1.45887, -1.22405, 1.18511], [0.82103, 0.69759, -1.04409], [-1.52735, -1.31656, -0.13571], [-2.37445, -0.65350, -0.95405], [0.45403, -0.31617, -3.54980], [2.78660, -1.05800, -2.00849], [0.86918, 0.14905, 0.88072], [2.36888, 1.02994, 0.44001], [0.93041, 1.93336, 0.73394], [-2.12914, -0.53813, 1.81386], [-0.62544, 0.22543, -3.08104], [-0.90141, -1.90597, 1.66525], [-0.03572, 1.19438, -1.36677], [-1.02505, -2.07457, -0.65849]],
  "nbo_charge": [-0.327, -0.657, -0.504, -0.201, 0.251, -0.341, 0.094, 0.087, 0.239, 0.228, 0.227, 0.217, 0.112, 0.208, 0.200, 0.167]
}

---

{
  "formula": "C5H8BrI",
  "method": "ωB97M-V/def2-TZVPD",
  "molar_mass_g_mol": 274.93,
  "charge": 0,
  "relative_energy_ev": 3.963,
  "spin_multiplicity": 1,
  "homo_ev": -8.467,
  "total_energy_ev": -83452.6845,
  "elements": ["C", "C", "C", "C", "C", "Br", "I", "H", "H", "H", "H", "H", "H", "H", "H"],
  "positions_angstrom": [[-0.11242, -1.33015, -0.73322], [0.91955, 1.44965, -0.24326], [-1.47205, 0.84085, -0.24198], [0.62724, 0.22160, 1.27703], [-0.05060, 0.24628, -0.15549], [1.53812, -2.48877, -0.12831], [2.72373, 0.96228, -1.21152], [0.04352, -1.23443, -1.83337], [-1.55150, 1.86361, 0.02495], [-2.40138, 0.29343, 0.27673], [-1.57697, 0.66943, -1.36210], [1.60994, -0.29263, 1.16528], [0.09535, -0.65427, 1.74184], [0.69202, 1.15048, 1.91122], [-1.08456, -1.69735, -0.48781]],
  "nbo_charge": [-0.375, -0.102, -0.619, -0.711, -0.204, -0.044, 0.114, 0.231, 0.241, 0.212, 0.216, 0.264, 0.272, 0.283, 0.220]
}